Entry from the OMol25 dataset: a cluster of 10 separate species, C23H64ClO23S9 in total in a non-equilibrium geometry (ωB97M-V with the def2-TZVPD basis set).

Each line ends with the Löwdin charge.
Atoms and positions in Å:
H: -5.2886 0.1223 -6.2599  0.08
H: 6.6600 -0.4565 -1.2799  0.08
H: 3.6226 -1.1898 -5.6554  0.04
H: -2.8029 2.2320 4.7375  0.12
H: -1.9479 -0.3008 3.7154  0.06
H: -3.8208 1.2322 -4.5138  0.11
H: -2.3392 -3.2418 3.5641  0.07
O: -0.3084 1.0095 -0.4655  -0.37
H: 0.4530 -2.0152 2.8933  0.04
C: 0.5020 -1.9940 3.9870  -0.27
H: -1.4689 -6.1704 3.3737  0.13
H: -0.6096 6.4003 0.9959  0.06
C: 5.3007 0.6440 -0.1681  -0.26
O: 4.2354 3.7368 1.6119  -0.28
C: 0.7436 -0.5202 6.2223  -0.26
H: 0.5900 2.8861 2.0955  0.04
O: -5.7091 1.0613 -1.5591  -0.27
H: -2.4531 -6.4717 -0.2183  0.05
S: -3.2537 0.9212 2.3109  0.56
H: 1.0289 -2.9369 4.1885  0.05
C: -3.8606 2.2552 4.4100  -0.27
S: 4.6129 2.3719 1.6527  0.54
C: 1.8243 2.3738 -4.2709  -0.28
C: 4.4497 -0.4941 -5.6415  -0.25
S: 5.3749 -0.4702 -4.0807  0.81
H: -3.0581 1.3094 -2.3077  0.07
C: -1.6874 0.4578 2.9886  -0.12
O: 1.5300 0.0151 -1.5279  -0.37
S: -4.9990 -0.0343 -2.1339  0.55
H: -0.3276 -0.3425 6.2872  0.05
H: 2.1327 -4.5642 0.1979  0.08
C: -4.6943 2.1509 5.6711  -0.07
C: -3.2503 0.2692 -2.0688  -0.12
H: 3.3528 -0.6394 -2.7773  0.02
H: -3.2915 -4.4859 2.7684  0.08
H: -1.8155 5.3756 0.1877  0.06
C: 4.1033 -1.3480 -3.1464  -0.26
O: 4.2743 2.6470 -2.7405  -0.28
C: 2.4372 3.8953 -1.4469  -0.10
H: 7.4268 0.8583 -0.3432  0.08
H: 0.7488 1.4011 -5.8001  0.08
C: 6.5773 0.5952 -0.9650  -0.06
H: -3.7759 -6.0939 -1.2598  0.05
C: -2.7028 -6.2889 -1.2663  -0.25
C: -4.9053 1.1668 -4.4333  -0.27
O: 1.6301 -4.8897 2.8759  -0.28
C: 0.2938 3.7827 1.5480  -0.26
H: 5.3992 0.0577 0.7527  0.12
H: -6.6629 0.9828 -5.6585  0.08
H: -2.8430 -0.3506 -2.8699  0.08
H: -2.6662 -2.6399 -1.4195  0.02
H: -4.6224 3.0226 6.3247  0.08
O: 2.4806 3.6333 -4.0922  -0.24
H: 3.1453 3.9642 -0.6223  0.05
H: 6.5318 1.1662 -1.8866  0.06
C: 3.1899 1.3632 1.9716  -0.11
C: -2.5643 -4.3071 3.5639  -0.07
O: -5.2519 -0.0287 -3.7018  -0.26
H: 1.0677 -1.4426 6.7158  0.06
O: 4.0804 5.0892 -3.1105  -0.26
O: 0.9772 -0.6066 0.6709  -0.37
H: 2.3499 1.8077 1.4511  0.05
O: 4.9189 1.9974 0.1603  -0.26
H: -2.9489 -3.6791 -0.0667  0.06
H: 2.9690 1.3427 3.0315  0.05
C: -1.4957 5.7732 1.1462  -0.26
H: 3.6614 -2.1730 -3.6981  0.05
S: 1.3894 -0.5645 4.5556  0.79
O: 5.6831 1.9883 2.5060  -0.26
H: 0.7866 -3.3525 0.4543  0.06
C: 1.0704 -4.3945 0.3413  -0.10
S: -1.8656 -4.8369 -1.9434  0.81
Cl: 0.4310 -0.2379 -0.6095  0.65
O: 6.5362 -1.3617 -4.2933  -0.56
H: 1.7684 2.7340 -6.3731  0.08
H: 1.2596 0.2656 6.7782  0.05
H: -2.4465 -7.1043 -1.9330  0.05
S: 3.4861 3.8228 -2.8813  0.56
S: -1.1233 4.5040 2.3555  0.80
H: -3.0637 -4.5921 4.4895  0.09
H: -2.2462 6.4038 1.6175  0.05
S: 0.7371 -5.2804 1.8294  0.57
H: 1.8887 4.8336 -1.4981  0.08
H: 2.4984 1.5191 -4.2395  0.10
H: 1.1110 2.2288 -3.4568  0.11
O: -0.6962 -4.6402 2.1481  -0.28
C: -1.3239 -5.0805 3.3815  -0.28
H: 1.7896 3.0272 -1.4362  0.05
H: -3.9727 -3.8820 -1.4800  0.05
O: -3.1940 2.2219 1.7243  -0.30
O: -4.0871 1.0412 3.6681  -0.26
H: -1.1025 0.0595 2.1633  0.06
O: -5.2183 -1.3735 -1.7441  -0.26
H: 0.4667 -4.8847 -0.4119  0.02
H: -0.5021 -2.0355 4.4001  0.04
H: -1.2074 1.3236 3.4308  0.06
H: -5.2727 1.9975 -3.8271  0.12
H: 4.4626 0.1794 -0.6978  0.11
O: 0.5600 -6.6726 1.5407  -0.28
O: -0.4169 -1.2556 -1.1693  -0.35
H: 3.9967 0.5101 -5.7202  0.03
H: 5.1261 -0.5591 -6.4852  0.05
H: 0.2493 3.1014 -5.5582  0.08
H: -4.4162 1.2958 6.2895  0.08
H: -5.7555 2.0102 5.4247  0.08
C: -2.9581 -3.6541 -1.1657  -0.26
H: 3.4611 0.3908 1.5841  0.06
H: -0.6395 -4.9138 4.2291  0.12
H: -3.9710 3.1506 3.8104  0.11
O: -3.7350 -0.2321 1.6443  -0.25
C: -5.5866 1.0548 -5.7763  -0.06
H: -2.8157 -0.0435 -1.1274  0.05
C: 1.0891 2.4129 -5.5807  -0.07
O: -2.2831 -4.8025 -3.3630  -0.55
O: 2.8355 -0.7839 4.7428  -0.52
H: 4.5550 -1.7764 -2.2438  0.05
O: -0.5550 5.2041 3.5433  -0.55
H: 0.0642 3.4945 0.5217  0.05
H: -5.2476 1.8860 -6.3980  0.08
H: 1.1497 4.4583 1.6232  0.07

Computed properties:
E_LUMO   1.733 eV
F_max   0.040 hartree/bohr
Total charge   -1